#P
{
  "formula": "C4H13NS",
  "method": "ωB97M-V/def2-TZVPD",
  "elements": ["C", "N", "C", "H", "H", "H", "H", "H", "H", "H", "C", "S", "C", "H", "H", "H", "H", "H", "H"],
  "xyz": [[1.266, 2.989, 2.546], [1.609, 2.224, 1.316], [0.433, 1.480, 0.817], [1.292, 2.408, 3.470], [2.190, 3.737, 2.642], [0.390, 3.554, 2.207], [2.361, 1.575, 1.453], [-0.158, 1.173, 1.690], [0.848, 0.647, 0.182], [-0.216, 2.034, 0.106], [0.000, -2.466, -0.910], [-1.790, -2.940, -1.059], [-2.239, -2.364, -2.666], [0.287, -2.147, 0.089], [0.147, -1.766, -1.694], [0.598, -3.343, -1.105], [-3.284, -2.709, -2.866], [-2.020, -1.298, -2.709], [-1.713, -2.788, -3.510]],
  "smiles": "CNC.CSC",
  "homo_lumo_gap_ev": 9.37,
  "lumo_ev": 0.93,
  "homo_ev": -8.4
}

=====

#Q
{
  "formula": "C4H13NS",
  "method": "ωB97M-V/def2-TZVPD",
  "elements": ["C", "C", "N", "H", "H", "H", "H", "H", "H", "H", "C", "S", "C", "H", "H", "H", "H", "H", "H"],
  "xyz": [[0.111, -2.551, -1.618], [1.605, -2.384, -1.425], [1.963, -1.877, -0.066], [-0.260, -3.264, -0.880], [-0.138, -2.804, -2.643], [-0.375, -1.612, -1.341], [2.038, -1.729, -2.186], [2.020, -3.395, -1.477], [1.657, -0.898, -0.077], [2.971, -1.745, -0.148], [-1.037, 0.259, 1.209], [-0.800, 2.044, 1.321], [-1.044, 2.593, -0.442], [-0.873, -0.111, 0.197], [-0.230, -0.195, 1.781], [-1.994, -0.146, 1.525], [-1.854, 3.315, -0.466], [-1.377, 1.757, -1.055], [-0.059, 2.924, -0.740]],
  "smiles": "CCN.CSC",
  "homo_lumo_gap_ev": 9.43,
  "lumo_ev": 0.91,
  "homo_ev": -8.5
}

=====

Relative stability in eV, measured from the most stable structure: #P 0.837; #Q 0.000